[1]
Density functional theory data (ωB97M-V/def2-TZVPD) for a structure of composition C14H24BrCuN5O6 in a non-equilibrium geometry.

LUMO level (alpha / beta) = -0.6 / -0.5 eV
total charge = 0
<S²> = 0.789
multiplicity = 2
E_HOMO (alpha / beta) = -6.78 / -6.71 eV
orbital gap (alpha / beta) = 6.191 / 6.166 eV

Structure (XYZ):
```
51
C14H24BrCuN5O6, DFT ωB97M-V/def2-TZVPD
O -0.07536 0.28332 -3.15966
H -0.29674 0.16185 -4.10133
Cu 0.22231 -0.16353 -0.34618
N 0.32015 1.46598 0.66148
N 1.74702 0.61622 -1.20549
N -1.08328 -1.06197 0.76023
N 0.11526 -1.85109 -1.24345
O -0.48941 1.76323 1.62982
O -1.61756 -0.51779 1.86778
O 1.00144 -2.20711 -2.20094
O 2.44233 -0.01185 -2.07672
C 2.12036 1.83440 -0.75894
C 1.35096 2.28546 0.35516
C -1.31664 -2.35076 0.49816
C -0.67122 -2.78573 -0.70991
C 1.59065 3.50356 1.16691
H 1.94278 3.24897 2.17874
H 0.65480 4.06574 1.26759
H 2.34411 4.13988 0.69445
C 3.23318 2.55736 -1.42705
H 3.05377 2.59070 -2.51127
H 4.19687 2.05808 -1.24789
H 3.29856 3.58314 -1.04892
C -2.09181 -3.24462 1.39807
C -0.79854 -4.15326 -1.27509
H -2.61090 -2.64893 2.15172
H -1.43100 -3.95581 1.91183
H -2.82660 -3.82555 0.83276
H -0.30235 -4.20683 -2.24868
H -1.85385 -4.42067 -1.40302
H -0.35786 -4.90491 -0.60926
H -1.21989 0.45221 1.85004
H 1.59095 -1.36022 -2.28597
C -1.20261 0.88433 -2.47869
H -0.85905 1.79046 -1.96266
H -1.62575 0.17958 -1.74305
H -1.99088 1.16735 -3.19754
O -3.97724 2.55532 -0.40340
H -4.22741 1.63000 -0.56576
H -3.14067 2.48633 0.09723
Br 5.19514 -3.86162 0.00846
C 4.11852 -2.61001 0.94318
C 4.44713 -2.20504 2.23825
C 3.61443 -1.28111 2.87418
C 2.49518 -0.80069 2.18042
N 2.20364 -1.17813 0.93951
C 2.97813 -2.07687 0.32554
H 5.32375 -2.62128 2.72298
H 3.79539 -0.92604 3.88214
H 1.82526 -0.07838 2.65618
H 2.69997 -2.40759 -0.66886
```

The net atomic charges from Mulliken, expressed in e, are: atom 1 (O): -0.397, atom 2 (H): 0.294, atom 3 (Cu): -2.606, atom 4 (N): 1.439, atom 5 (N): 1.391, atom 6 (N): 1.113, atom 7 (N): 0.990, atom 8 (O): -0.954, atom 9 (O): -0.613, atom 10 (O): -0.602, atom 11 (O): -0.910, atom 12 (C): 0.150, atom 13 (C): 0.412, atom 14 (C): 0.537, atom 15 (C): 0.539, atom 16 (C): -1.433, atom 17 (H): 0.250, atom 18 (H): 0.294, atom 19 (H): 0.412, atom 20 (C): -1.589, atom 21 (H): 0.302, atom 22 (H): 0.259, atom 23 (H): 0.436, atom 24 (C): -1.547, atom 25 (C): -1.640, atom 26 (H): 0.410, atom 27 (H): 0.291, atom 28 (H): 0.372, atom 29 (H): 0.394, atom 30 (H): 0.373, atom 31 (H): 0.310, atom 32 (H): 0.525, atom 33 (H): 0.371, atom 34 (C): -0.378, atom 35 (H): 0.012, atom 36 (H): -0.005, atom 37 (H): 0.576, atom 38 (O): -0.636, atom 39 (H): 0.306, atom 40 (H): 0.340, atom 41 (Br): -0.197, atom 42 (C): -0.474, atom 43 (C): -0.040, atom 44 (C): -0.835, atom 45 (C): -0.233, atom 46 (N): 0.220, atom 47 (C): 0.053, atom 48 (H): 0.433, atom 49 (H): 0.397, atom 50 (H): 0.389, atom 51 (H): 0.500

=====

[2]
Density functional theory data (ωB97M-V/def2-TZVPD) for a structure of composition C14H24BrMoO4PSbSe4Te.

relative energy (zero: lowest compared OMol25 entry of this formula, charge and spin) = 0.0 kcal per mole
LUMO level (alpha / beta) = 0.8 / 0.8 eV
total charge = -1
multiplicity = 1
E_HOMO (alpha / beta) = -4.91 / -4.91 eV
orbital gap (alpha / beta) = 5.683 / 5.682 eV

Structure (XYZ):
```
51
C14H24BrMoO4PSbSe4Te, DFT ωB97M-V/def2-TZVPD
Mo 0.20092 0.78077 -0.36185
C -1.66238 1.93866 3.11879
C -1.15028 0.66088 2.49078
C -0.27024 -0.15772 3.41330
O -0.37864 1.03482 1.33211
H -2.29087 1.70178 3.97870
H -2.25498 2.50391 2.40064
H -0.82897 2.55956 3.45291
H -1.98138 0.05985 2.11760
H 0.54031 0.44751 3.82300
H 0.14923 -1.00932 2.87821
H -0.86954 -0.53299 4.24566
C -0.21223 -4.05857 1.95264
C -1.14630 -3.38991 0.96977
O -0.54095 -2.17030 0.53030
P -1.44322 -1.14730 -0.35653
O -2.79334 -0.98796 0.25453
Te -1.54604 1.45100 -2.18464
O -1.56672 -1.91791 -1.77606
C -2.81409 -2.49655 -2.19627
C -3.62293 -1.50844 -3.00556
H -0.63269 -5.00867 2.28660
H -0.05916 -3.42391 2.82599
H 0.75671 -4.25037 1.49111
H -2.11117 -3.16795 1.43360
H -1.31884 -4.02969 0.09850
H -3.37782 -2.82764 -1.32305
H -2.53978 -3.36697 -2.79413
H -3.93126 -0.67324 -2.37491
H -4.52350 -1.98761 -3.39460
H -3.04163 -1.12792 -3.84669
C 1.35166 -0.78623 -1.22929
H 0.79953 -1.58983 -1.70629
H 2.04854 -1.18960 -0.49328
H 1.93151 -0.25472 -1.99207
Br 6.61494 2.58281 1.40707
C 4.84716 2.13101 0.86680
C 4.55181 2.01630 -0.48055
C 3.26035 1.68142 -0.85827
C 2.24149 1.45618 0.07284
C 2.58406 1.60184 1.42173
C 3.87326 1.93176 1.82550
H 5.31485 2.19285 -1.22642
H 3.04505 1.60861 -1.91851
H 1.83180 1.47211 2.18726
H 4.11205 2.03999 2.87529
Se 1.84500 4.77491 -5.64982
Sb -0.37593 4.10951 -5.18929
Se 0.37110 2.88372 -1.60092
Se -1.18398 2.01211 -5.96064
Se -1.80247 5.42742 -3.83158
```

The net atomic charges from Mulliken, expressed in e, are: atom 1 (Mo): -1.084, atom 2 (C): -1.592, atom 3 (C): 0.638, atom 4 (C): -1.235, atom 5 (O): -0.548, atom 6 (H): 0.401, atom 7 (H): 0.393, atom 8 (H): 0.337, atom 9 (H): 0.341, atom 10 (H): 0.374, atom 11 (H): 0.176, atom 12 (H): 0.412, atom 13 (C): -1.278, atom 14 (C): -0.240, atom 15 (O): 0.006, atom 16 (P): 1.645, atom 17 (O): -0.961, atom 18 (Te): 0.186, atom 19 (O): -0.420, atom 20 (C): -0.264, atom 21 (C): -1.124, atom 22 (H): 0.396, atom 23 (H): 0.275, atom 24 (H): 0.295, atom 25 (H): 0.361, atom 26 (H): 0.288, atom 27 (H): 0.326, atom 28 (H): 0.395, atom 29 (H): 0.209, atom 30 (H): 0.403, atom 31 (H): 0.273, atom 32 (C): -1.152, atom 33 (H): 0.425, atom 34 (H): 0.360, atom 35 (H): 0.269, atom 36 (Br): -0.221, atom 37 (C): 0.210, atom 38 (C): -0.787, atom 39 (C): 0.619, atom 40 (C): 0.361, atom 41 (C): -0.125, atom 42 (C): -0.709, atom 43 (H): 0.421, atom 44 (H): 0.366, atom 45 (H): 0.111, atom 46 (H): 0.422, atom 47 (Se): -0.557, atom 48 (Sb): 0.803, atom 49 (Se): -0.098, atom 50 (Se): -0.554, atom 51 (Se): -0.547

=====

Number 1: calculated total energy -149318.659 eV. Number 2: calculated total energy -379505.282 eV.